1:
The following is a DFT calculation (the ωB97M-V functional and the def2-TZVPD basis) of a single C2H6N2 molecule.

**Gap between HOMO and LUMO**: 9.0792 eV
**E_HOMO**: -7.82 eV
**Structure (SMILES)**: N/C=C/N

Each line ends with the natural charge from an NBO analysis.
Element x y z (Å)
C -0.33 0.13 -0.61  -0.027
C 0.51 -0.21 0.38  -0.118
H 2.27 0.47 1.28  0.355
H -1.45 -1.52 -1.16  0.382
N 1.35 0.79 1.00  -0.842
N -1.46 -0.54 -0.98  -0.843
H 0.57 -1.21 0.79  0.158
H -2.20 -0.05 -1.44  0.382
H 0.86 1.04 1.84  0.358
H -0.11 1.08 -1.09  0.194

---

2:
The following is a DFT calculation (the ωB97M-V functional and the def2-TZVPD basis) of a single C2H6N2 molecule.

**Gap between HOMO and LUMO**: 9.7152 eV
**E_HOMO**: -8.60 eV
**Structure (SMILES)**: N/C=C/N

Each line ends with the natural charge from an NBO analysis.
Element x y z (Å)
H -1.02 -0.23 2.15  0.370
C 0.17 -0.01 0.54  -0.036
H -0.36 -1.39 -1.06  0.196
H 0.48 -0.66 2.45  0.359
N 0.00 0.52 -1.80  -0.897
C -0.15 -0.39 -0.71  -0.052
H 0.91 0.93 -1.94  0.368
H -0.75 1.17 -1.98  0.375
N -0.22 -0.68 1.73  -0.842
H 0.95 0.75 0.62  0.159

---

Going by the energies, 1 is most stable and the next is 0.0146 hartree up.

---

1:
The following is a DFT calculation (the ωB97M-V functional and the def2-TZVPD basis) of 2 unconnected molecules or ions with the total composition C2H4N2S3.

**Gap between HOMO and LUMO (alpha / beta)**: 8.0742 / 5.6989 eV
**E_HOMO (alpha / beta)**: -8.46 / -7.53 eV

Each line ends with the natural charge from an NBO analysis.
Element x y z (Å)
S -1.81 -0.78 -0.68  0.279
H -2.65 -0.26 1.47  0.278
C -0.43 -0.15 1.55  0.250
H 3.44 0.07 -1.28  0.375
N 2.79 0.73 -1.51  -0.940
S 1.31 0.27 -1.05  0.186
H -1.63 -1.85 1.60  0.258
S -3.03 0.71 -0.73  -0.163
H 3.13 1.64 -2.00  0.398
C -1.72 -0.76 1.25  -0.611
N 0.59 0.38 1.38  -0.310

---

2:
The following is a DFT calculation (the ωB97M-V functional and the def2-TZVPD basis) of a molecular structure, C2H4N2S3.

**Gap between HOMO and LUMO**: 8.3522 eV
**E_HOMO**: -7.80 eV

Each line ends with the natural charge from an NBO analysis.
Element x y z (Å)
C -0.39 -0.15 0.32  -0.129
N 0.76 1.82 -0.12  -0.750
S 1.10 -1.88 -1.01  0.050
S 1.88 0.67 0.42  0.617
H 0.97 2.45 -0.85  0.399
H 0.47 -2.98 -0.60  0.128
S -1.76 -1.22 0.54  0.030
H -2.10 -0.57 1.62  0.134
N 0.93 -0.73 0.44  -0.669
C -0.45 1.13 -0.17  -0.050
H -1.42 1.45 -0.59  0.241

---

Going by the energies, 2 is most stable and the next is 0.0123 hartree up.

---

1:
The following is a DFT calculation (the ωB97M-V functional and the def2-TZVPD basis) of a single C4H8ClN molecule.

**Gap between HOMO and LUMO**: 10.7448 eV
**E_HOMO**: -9.85 eV
**Structure (SMILES)**: [H]/N=C/C(C)(C)Cl

Each line ends with the natural charge from an NBO analysis.
Element x y z (Å)
H 0.51 -2.23 0.43  0.228
H -0.98 -1.26 0.69  0.213
N -0.72 2.14 0.04  -0.617
Cl 2.26 0.28 0.00  -0.028
C 0.53 -0.05 -0.09  -0.102
C -0.02 -0.32 -1.47  -0.629
H 0.40 -1.21 2.04  0.236
H -0.03 0.53 -2.11  0.239
H -1.03 -0.60 -1.23  0.214
C -0.17 1.17 0.59  0.140
C 0.13 -1.24 0.86  -0.630
H -0.10 1.03 1.67  0.147
H 0.28 -1.20 -2.09  0.227
H -1.06 2.96 0.67  0.361

---

2:
The following is a DFT calculation (the ωB97M-V functional and the def2-TZVPD basis) of a single C4H8ClN molecule.

**Gap between HOMO and LUMO**: 10.3977 eV
**E_HOMO**: -9.37 eV
**Structure (SMILES)**: C[C@@H]1[C@H](C)N1Cl

Each line ends with the natural charge from an NBO analysis.
Element x y z (Å)
H -0.91 1.14 -1.22  0.220
H 0.84 1.22 1.30  0.208
C 0.40 0.74 0.43  -0.085
H -0.91 -1.14 -1.22  0.220
Cl 2.98 0.00 -0.01  0.069
C -0.65 1.57 -0.25  -0.619
H -0.28 2.58 -0.41  0.220
C 0.40 -0.74 0.43  -0.085
H -0.28 -2.58 -0.41  0.220
H 0.84 -1.22 1.30  0.208
H -1.54 -1.62 0.37  0.216
C -0.65 -1.57 -0.25  -0.619
H -1.54 1.62 0.37  0.216
N 1.30 0.00 -0.43  -0.387

---

3:
The following is a DFT calculation (the ωB97M-V functional and the def2-TZVPD basis) of a single C4H8ClN molecule.

**Gap between HOMO and LUMO**: 9.5720 eV
**E_HOMO**: -8.71 eV
**Structure (SMILES)**: C/C(=C\Cl)CN

Each line ends with the natural charge from an NBO analysis.
Element x y z (Å)
C -1.13 -1.01 -0.16  -0.217
Cl -2.86 -0.83 0.05  -0.063
H -1.43 1.57 1.03  0.233
C -1.03 1.43 0.03  -0.658
N 1.58 -1.35 0.11  -0.831
C 1.10 0.00 -0.07  -0.246
H 1.45 0.76 0.65  0.175
H -0.28 2.17 -0.04  0.209
H 2.46 -1.52 -0.47  0.370
H 1.82 -1.41 1.07  0.363
H 1.34 0.47 -1.02  0.201
H -1.82 1.57 -0.69  0.237
C -0.42 0.12 -0.08  -0.006
H -0.79 -1.97 -0.40  0.231

---

Going by the energies, 3 is most stable and the next is 0.0089 hartree up.